The following is a DFT calculation (ωB97M-V with the def2-TZVPD basis set) of a cluster of 8 separate species, C54H64ClF3N9O7S in total.

total charge: +1
Kohn-Sham gap: 0.2192 Ha
HOMO level: -10.1748 eV

Atoms and positions in Å:
C1 6.369 3.869 -1.403
C2 5.370 4.258 -2.591
C3 5.094 3.098 -3.605
Cl1 6.586 2.015 -3.689
C4 3.789 2.273 -3.516
C5 2.937 2.180 -2.317
C6 3.281 2.867 -0.947
O1 2.440 2.390 0.143
N1 1.330 3.249 0.238
O2 1.385 3.891 1.213
C7 1.680 1.394 -2.306
C8 1.323 0.712 -3.544
C9 -0.024 -0.080 -3.564
C10 0.167 -1.403 -2.694
C11 -0.904 -1.549 -1.541
C12 -2.221 -2.291 -2.055
S1 -3.739 -1.285 -1.822
O3 -3.665 -0.349 -0.706
O4 -4.868 -2.209 -1.544
O5 -3.976 -0.490 -3.266
C13 2.237 0.801 -4.698
C14 1.740 -0.002 -5.948
O6 0.741 0.840 -6.579
C15 1.014 1.041 -7.979
N2 3.409 1.548 -4.659
C16 4.210 1.482 -5.899
C17 4.977 0.067 -5.858
O7 5.008 -0.474 -4.528
C18 6.113 -1.409 -4.516
C19 5.806 -2.634 -3.575
F1 4.667 -3.270 -3.983
F2 5.733 -2.207 -2.273
F3 6.870 -3.500 -3.720
H1 6.242 2.815 -1.056
H2 7.441 4.026 -1.712
H3 6.176 4.613 -0.587
H4 5.928 5.069 -3.147
H5 4.451 4.782 -2.202
H6 5.080 3.607 -4.613
H7 4.312 2.515 -0.667
H8 3.182 3.979 -0.944
H9 1.009 1.318 -1.426
H10 -0.411 -0.279 -4.595
H11 -0.820 0.533 -3.049
H12 1.189 -1.377 -2.224
H13 0.097 -2.307 -3.354
H14 -1.126 -0.563 -1.052
H15 -0.474 -2.217 -0.745
H16 -2.086 -2.503 -3.149
H17 -2.373 -3.287 -1.553
H18 -3.207 -0.718 -3.823
H19 1.181 -0.939 -5.660
H20 2.539 -0.326 -6.654
H21 2.100 1.039 -8.250
H22 0.632 2.075 -8.229
H23 0.406 0.339 -8.621
H24 5.021 2.235 -5.999
H25 3.595 1.585 -6.836
H26 4.576 -0.655 -6.623
H27 6.055 0.250 -6.150
H28 6.274 -1.844 -5.545
H29 7.018 -0.833 -4.194
N3 -8.099 0.100 2.780
C20 -7.042 0.369 3.555
C21 -5.729 0.314 3.117
C22 -5.493 -0.044 1.798
C23 -6.571 -0.329 0.975
C24 -7.846 -0.241 1.511
H30 -7.276 0.641 4.579
H31 -4.913 0.546 3.791
H32 -4.482 -0.100 1.417
H33 -6.425 -0.613 -0.059
H34 -8.722 -0.451 0.905
N4 -3.870 1.667 5.568
C25 -4.599 2.081 6.612
C26 -4.065 2.372 7.857
C27 -2.699 2.224 8.036
C28 -1.923 1.795 6.971
C29 -2.554 1.533 5.766
H35 -5.663 2.179 6.426
H36 -4.703 2.706 8.665
H37 -2.244 2.441 8.996
H38 -0.854 1.666 7.073
H39 -1.988 1.198 4.902
N5 9.268 4.804 -3.177
C30 10.305 5.094 -2.383
C31 11.625 5.086 -2.805
C32 11.889 4.754 -4.124
C33 10.831 4.447 -4.967
C34 9.548 4.488 -4.447
H40 10.048 5.344 -1.359
H41 12.424 5.332 -2.119
H42 12.908 4.735 -4.493
H43 10.999 4.183 -6.002
H44 8.687 4.260 -5.067
N6 8.142 1.668 1.461
C35 7.999 1.597 2.788
C36 7.153 0.703 3.426
C37 6.409 -0.167 2.645
C38 6.539 -0.111 1.266
C39 7.416 0.818 0.728
H45 8.599 2.300 3.356
H46 7.079 0.688 4.505
H47 5.736 -0.880 3.105
H48 5.974 -0.774 0.623
H49 7.555 0.898 -0.346
N7 -7.982 1.582 7.993
C40 -8.309 0.923 9.110
C41 -9.349 0.010 9.192
C42 -10.098 -0.232 8.051
C43 -9.781 0.439 6.882
C44 -8.720 1.328 6.905
H50 -7.696 1.148 9.977
H51 -9.566 -0.498 10.122
H52 -10.920 -0.938 8.073
H53 -10.344 0.276 5.972
H54 -8.432 1.874 6.013
N8 -3.259 -5.790 -1.898
C45 -2.853 -7.024 -2.221
C46 -3.711 -8.039 -2.611
C47 -5.069 -7.766 -2.668
C48 -5.515 -6.496 -2.336
C49 -4.576 -5.548 -1.960
H55 -1.783 -7.191 -2.159
H56 -3.326 -9.018 -2.864
H57 -5.772 -8.534 -2.967
H58 -6.567 -6.247 -2.368
H59 -4.870 -4.534 -1.695
N9 -8.211 -5.621 7.444
C50 -8.415 -4.346 7.792
C51 -8.385 -3.287 6.898
C52 -8.123 -3.562 5.565
C53 -7.906 -4.875 5.180
C54 -7.962 -5.862 6.152
H60 -8.613 -4.180 8.846
H61 -8.560 -2.274 7.235
H62 -8.090 -2.761 4.834
H63 -7.698 -5.129 4.148
H64 -7.802 -6.904 5.899